1.
ORCA calculation (ωB97M-V/def2-TZVPD) on a single C4H9NO molecule at a distorted geometry.

Structure (XYZ):
```
15
Properties=species:S:1:pos:R:3:forces:R:3:mulliken_charge:R:1
C 2.084823 0.234091 0.142339 -4.262 1.743 0.495 -1.071
C 1.133907 -0.969174 0.030359 0.518 -1.740 -1.827 -0.356
C -0.178009 -0.449722 -0.476707 0.961 -0.881 0.601 -0.377
N -1.103549 -0.138703 0.350605 -0.423 0.741 -0.797 0.538
C -2.168913 0.695792 -0.204109 -2.274 -0.055 3.002 -0.930
O -1.123806 -0.385233 1.580533 -0.077 -0.069 0.700 -0.681
H 1.521222 0.912178 -0.539144 1.865 0.205 -0.427 0.308
H 1.863758 0.830973 1.079056 0.439 -1.210 -0.460 0.273
H 3.097146 0.076848 0.039408 2.077 -0.199 -0.639 0.377
H 1.168673 -1.510768 0.947769 -0.919 -0.301 0.758 0.300
H 1.361091 -1.795320 -0.744645 0.623 1.490 0.890 0.255
H -0.351981 -0.254497 -1.535109 0.236 0.068 0.418 0.397
H -2.370089 1.461509 0.599965 0.316 -0.675 -0.848 0.294
H -1.808517 1.204338 -1.056999 -0.231 0.131 -1.183 0.409
H -3.125758 0.087691 -0.213324 1.151 0.754 -0.683 0.264
```
Forces are in eV/Å.

HOMO level: -8.5 eV
energy relative to the best compared isomer or geometry (same formula, charge and spin): 384.3 kJ/mol
frontier orbital gap: 9.45 eV
lowest unoccupied orbital energy: 0.9 eV
structure (SMILES): CC/C=[N+](/C)[O-]



2.
ORCA calculation (ωB97M-V/def2-TZVPD) on a single C4H9NO molecule.

Structure (XYZ):
```
15
Properties=species:S:1:pos:R:3:forces:R:3:mulliken_charge:R:1
C 0.211535 1.908448 -1.234681 -0.124 0.005 0.258 -0.461
C -0.910875 1.222724 -1.084420 0.336 -0.255 0.029 -0.171
O -0.828694 -0.177885 -0.904636 -0.539 0.379 -0.588 -0.265
N 0.124860 -0.391782 0.127565 0.369 0.192 0.665 0.042
C -0.592876 -0.407216 1.379877 0.160 0.026 0.311 -0.898
C 1.006267 -1.546307 -0.003094 -0.320 0.276 0.058 -0.903
H 1.129268 1.332152 -1.330076 -0.049 0.395 0.200 0.211
H 0.247967 2.981498 -1.083350 -0.062 -0.071 -0.580 0.259
H -1.910421 1.686497 -1.029869 0.474 -0.668 0.056 0.367
H 0.157913 -0.258109 2.156931 -0.105 -0.070 0.192 0.300
H -1.123704 -1.352734 1.579686 -0.040 0.127 -0.129 0.302
H -1.292854 0.432426 1.421424 0.138 -0.163 -0.031 0.295
H 0.554553 -2.472316 0.401619 0.105 0.096 -0.413 0.268
H 1.361194 -1.671543 -1.029814 -0.218 0.015 0.187 0.332
H 1.865866 -1.285853 0.632837 -0.127 -0.282 -0.217 0.323
```
Forces are in eV/Å.

HOMO level: -8.4 eV
energy relative to the best compared isomer or geometry (same formula, charge and spin): 392.9 kJ/mol
frontier orbital gap: 9.50 eV
lowest unoccupied orbital energy: 1.1 eV
structure (SMILES): C=CON(C)C



3.
ORCA calculation (ωB97M-V/def2-TZVPD) on a single C4H9NO molecule at a distorted geometry.

Structure (XYZ):
```
15
Properties=species:S:1:pos:R:3:forces:R:3:mulliken_charge:R:1
C 0.561421 -1.306542 0.893833 -0.167 -0.011 0.157 -1.179
C 0.318672 -0.900839 -0.524965 -0.599 -0.598 0.331 0.147
N -0.906777 -0.372888 -1.004693 -0.131 -0.371 -0.295 -0.547
C 0.056128 0.707734 -1.013505 0.802 -0.621 0.837 -0.348
C -0.187161 1.699691 0.111809 0.395 0.129 -0.126 -0.364
O -1.036652 1.242849 1.148057 -0.226 -0.099 -0.101 -0.571
H 1.628461 -1.494924 1.070217 -0.239 0.073 -0.117 0.303
H 0.212589 -0.532956 1.576137 0.028 -0.192 0.046 0.366
H 0.015521 -2.235037 1.080719 0.064 -0.016 0.176 0.277
H 0.821309 -1.534980 -1.272459 0.102 0.448 0.281 0.514
H -1.138048 -0.719862 -1.925231 -0.087 0.028 -0.061 0.301
H 1.112934 0.252427 -1.081198 -0.048 1.349 -1.317 0.198
H -0.610192 2.621706 -0.325622 0.116 -0.302 -0.010 0.270
H 0.778329 1.975172 0.546469 -0.068 0.033 0.086 0.289
H -1.626535 0.598449 0.720432 0.058 0.150 0.114 0.346
```
Forces are in eV/Å.

HOMO level: -8.5 eV
energy relative to the best compared isomer or geometry (same formula, charge and spin): 428.8 kJ/mol
frontier orbital gap: 9.46 eV
lowest unoccupied orbital energy: 1.0 eV
structure (SMILES): C[C@H]1N[C@H]1CO



4.
ORCA calculation (ωB97M-V/def2-TZVPD) on a single C4H9NO molecule at a distorted geometry.

Structure (XYZ):
```
15
Properties=species:S:1:pos:R:3:forces:R:3:mulliken_charge:R:1
C -0.108091 1.621572 -0.273986 -1.636 0.080 -0.563 -0.975
C 0.109505 0.365378 0.122767 0.516 0.909 0.365 0.592
C -0.868418 -0.764186 0.247033 -0.771 -0.936 0.452 -0.333
N -2.185991 -0.442506 -0.396010 -2.089 0.648 1.726 -0.588
C 1.557225 0.031539 0.402656 -0.111 -1.597 -0.114 -0.555
O 2.042713 -0.790843 -0.700179 -0.585 0.199 0.464 -0.527
H -1.093331 2.035585 -0.613661 0.861 -0.797 0.528 0.294
H 0.696570 2.329029 -0.388293 0.302 -0.025 0.146 0.251
H -0.377648 -1.545612 -0.419950 -0.822 0.417 1.168 0.298
H -0.913362 -1.139355 1.417848 0.108 0.732 -2.909 0.162
H -2.958035 0.066908 0.235432 2.740 -1.517 -1.557 0.220
H -2.694905 -1.251079 -0.802282 0.924 0.608 0.637 0.240
H 1.723564 -0.550304 1.365533 -0.266 0.898 -0.889 0.284
H 2.093110 0.955588 0.350628 0.524 0.518 0.569 0.339
H 2.977100 -0.921721 -0.547543 0.306 -0.138 -0.024 0.299
```
Forces are in eV/Å.

HOMO level: -9.3 eV
energy relative to the best compared isomer or geometry (same formula, charge and spin): 253.5 kJ/mol
frontier orbital gap: 10.24 eV
lowest unoccupied orbital energy: 0.9 eV
structure (SMILES): C=C(CN)CO